Record 1
Density functional theory data (ωB97M-V with the def2-TZVPD basis set) for a molecular structure, C31H44AuBrCl3GeN2O2SSi3.

Computed properties:
Multiplicity ... 2
ΔE to the lowest compared entry with this formula, charge and spin ... 0.00 kJ/mol
HOMO-LUMO gap (spin up / spin down) ... 8.50 / 7.95 eV
HOMO energy (spin up / spin down) ... -8.1950 / -8.1395 eV
LUMO (spin up / spin down) ... 0.30 / -0.19 eV
Total energy ... -242223.6881 eV

The geometry in XYZ format:
```
89
Properties=species:S:1:pos:R:3:forces:R:3
Au 0.3998 -1.0259 -0.1005 -0.167 -0.034 0.042
Br 6.7650 -1.3930 -2.1500 0.002 0.001 0.001
Ge 0.9015 -1.6696 2.2058 -0.024 0.027 -0.029
Cl -0.9648 2.8746 -1.7118 0.021 -0.025 0.033
Cl -2.7668 5.0990 -7.2767 0.000 0.000 0.000
Cl -4.5230 1.4090 1.9666 0.004 -0.004 -0.004
S -0.3803 6.6576 -6.4111 -0.003 0.002 -0.002
Si 2.8956 -2.8943 2.6687 0.006 0.018 -0.013
Si 0.9071 0.4116 3.3659 0.006 -0.019 0.018
Si -1.0282 -2.9826 2.7490 0.039 -0.009 0.031
O -2.3116 3.0066 -4.3516 -0.028 -0.013 -0.016
O -1.5719 -0.8053 0.3057 0.177 -0.011 -0.038
N -0.1323 -0.4408 -2.1863 0.073 -0.014 -0.016
N -1.4783 0.2851 -3.7479 -0.025 -0.043 0.006
C 4.1771 -2.4366 -1.5843 0.002 -0.010 -0.014
C 2.3656 -1.2043 -0.5373 -0.105 0.013 0.024
C -3.4925 2.0221 -2.3981 -0.014 0.024 -0.011
C -4.1447 1.6571 0.2963 -0.006 -0.005 -0.007
C -1.7401 5.2678 -4.7290 0.000 -0.005 -0.002
C -2.5243 -1.9087 3.0928 0.008 -0.012 0.023
C 0.1279 6.6476 -4.7747 0.002 -0.002 0.002
C -1.3821 -4.1479 1.3221 -0.001 -0.001 0.015
C -0.3205 1.5679 2.5478 0.000 0.002 0.013
C 4.5104 -0.1383 -0.9463 0.000 0.008 -0.004
C 2.9504 -3.0202 4.5470 0.016 -0.003 -0.003
C 4.9835 -1.3143 -1.5016 -0.009 0.009 -0.014
C -1.6873 5.6138 -6.0449 0.002 -0.001 0.000
C -2.8937 2.1282 -0.0479 0.006 0.003 -0.002
C 0.4059 0.1279 5.1559 -0.005 -0.009 -0.003
C -2.5755 2.3040 -1.3865 -0.019 0.021 0.016
C -2.7137 0.6869 -4.3878 -0.012 0.006 -0.020
C 3.2069 -0.0940 -0.4662 0.040 -0.014 -0.006
C -0.6757 5.8749 -3.9999 0.005 0.004 0.001
C -5.0915 1.3801 -0.6756 0.011 0.003 0.006
C -1.3881 -0.3208 -2.5488 0.018 0.025 0.023
C 0.6293 0.1042 -3.1922 -0.004 -0.005 0.021
C -2.7543 4.3437 -4.1448 -0.013 -0.005 0.002
C 2.6211 1.1836 3.3556 -0.008 0.015 -0.006
C 4.4881 -2.0716 2.1245 0.004 -0.008 -0.014
C -3.2236 2.0427 -3.8964 -0.007 0.034 0.006
C -0.1976 0.5654 -4.1670 0.020 0.018 0.002
C 2.8020 -4.6202 1.9339 0.000 -0.006 0.008
C -4.7530 1.5754 -2.0018 0.012 -0.012 -0.005
C -0.6770 -4.0040 4.2920 0.000 0.006 0.000
C 2.8762 -2.3733 -1.1001 0.033 0.013 -0.040
H -3.7287 4.4825 -4.6286 0.004 -0.001 0.000
H 1.0725 -0.5846 5.6469 -0.001 0.000 0.000
H -1.6674 -3.5751 0.4383 -0.001 0.005 -0.004
H -0.6112 -0.2628 5.2267 0.007 0.004 0.000
H 4.6006 -2.0724 1.0400 0.001 -0.003 0.061
H 3.6741 -5.2091 2.2305 -0.001 -0.002 -0.001
H 0.4460 1.0659 5.7163 -0.004 0.000 0.005
H -2.1539 2.3308 0.7117 -0.011 -0.002 -0.002
H 0.0177 1.8404 1.5445 0.015 0.000 0.000
H 0.9937 7.2154 -4.4763 0.000 0.000 0.000
H 4.5595 -3.3502 -2.0195 0.005 -0.001 -0.001
H -0.4520 2.4821 3.1336 -0.006 0.001 -0.008
H -3.3919 -2.5410 3.3056 -0.001 0.012 -0.005
H 2.2523 -3.2559 -1.1755 -0.007 -0.001 -0.008
H 1.7044 0.1274 -3.1347 0.000 -0.005 0.002
H -4.1956 2.2012 -4.3882 0.002 0.002 0.004
H -1.5628 -4.5886 4.5559 -0.001 -0.001 0.000
H 2.7809 -4.5781 0.8435 0.000 -0.003 0.001
H 2.0534 -3.4817 4.9607 -0.013 -0.006 0.009
H -6.0711 1.0197 -0.3961 -0.001 0.002 0.001
H -2.1996 -4.8287 1.5752 -0.003 0.000 -0.008
H -0.4332 -3.3668 5.1453 0.000 -0.001 0.000
H 2.8476 0.8318 -0.0313 -0.003 0.002 -0.010
H -2.2312 -0.6402 -1.9551 -0.017 -0.014 -0.016
H 1.9073 -5.1499 2.2682 -0.002 0.001 0.005
H 3.3310 0.5713 3.9160 -0.001 -0.007 0.001
H -1.2866 1.0688 2.4409 -0.003 0.008 0.009
H 2.5950 2.1732 3.8202 0.006 0.002 -0.003
H 4.5455 -1.0377 2.4691 -0.001 0.003 0.003
H -2.5469 0.7413 -5.4628 0.005 0.004 0.007
H 3.0089 1.2949 2.3409 -0.004 0.000 0.006
H -2.8711 4.5425 -3.0748 -0.003 0.003 -0.009
H -0.5293 5.7270 -2.9394 -0.002 0.004 -0.003
H -0.5038 -4.7498 1.0765 -0.005 0.001 -0.006
H -2.7543 -1.2786 2.2330 -0.008 0.016 -0.019
H -3.4676 -0.0743 -4.1895 -0.002 -0.002 -0.006
H 5.1518 0.7305 -0.8820 0.005 -0.002 -0.001
H -0.0067 1.0763 -5.0939 -0.001 -0.004 0.001
H -5.4914 1.3639 -2.7675 -0.002 0.001 -0.002
H 5.3340 -2.6170 2.5538 0.003 0.001 0.003
H 0.1500 -4.7013 4.1439 0.003 -0.003 -0.004
H 3.0575 -2.0306 4.9986 0.004 0.002 -0.004
H 3.8119 -3.6186 4.8561 -0.002 0.000 0.003
H -2.3606 -1.2654 3.9609 -0.008 0.004 -0.019
```
Positions in Å, forces in eV/Å.

Record 2
Density functional theory data (ωB97M-V with the def2-TZVPD basis set) for a molecular structure, C31H44BaN7O6S at a distorted geometry.

Computed properties:
HOMO-LUMO gap ... 3.94 eV
Total charge ... -1
HOMO energy ... -2.0275 eV
LUMO ... 1.91 eV
Total energy ... -67079.3434 eV

The geometry in XYZ format:
```
90
Properties=species:S:1:pos:R:3:forces:R:3
Ba 0.5222 0.3283 -0.4029 6.991 -3.510 6.285
S 2.9289 2.8428 3.6349 0.213 0.360 0.417
O 1.8157 -1.8242 -1.2349 -0.318 -0.757 -0.383
O 1.6337 -4.8480 -1.2577 0.422 0.668 0.289
O -0.4870 2.5784 -1.0600 -4.540 2.779 5.649
O -1.3393 -0.8472 -1.7015 -7.909 -6.177 4.242
O 2.2118 1.5810 -1.2526 1.165 0.073 -0.589
O -0.8333 0.3439 1.3375 -4.184 1.569 2.370
N 0.2185 1.7406 -2.5634 7.115 -6.554 -5.372
N -1.2160 -3.3283 2.9176 -0.445 0.029 -0.261
N 1.3155 3.2999 1.7087 1.255 0.408 1.705
N 3.1007 0.3798 2.5877 0.063 1.571 3.380
N 1.7083 1.9835 1.5699 -0.136 0.587 0.507
N -0.0551 -1.5805 1.5609 6.798 -4.760 4.344
N -0.2785 0.4296 -2.2890 5.202 7.412 -9.870
C -0.1117 -4.5826 -2.7499 0.405 0.833 0.439
C 0.3017 5.4409 3.8818 -0.368 0.164 0.220
C -3.1220 -4.2852 4.2399 0.253 -0.260 0.014
C -2.4233 -3.0252 3.7374 0.137 0.636 -0.276
C 0.3506 -0.4265 -3.0220 1.341 0.741 -0.749
C 1.6375 5.2853 3.1721 -0.131 0.300 -0.229
C 2.9281 4.1712 -1.8193 -0.240 -0.306 -0.096
C 3.4028 5.3906 -2.3158 -0.405 -0.494 -0.104
C 0.1481 -1.8678 -2.8640 0.573 -1.641 -1.921
C -0.9048 3.2335 -2.2484 -1.732 2.632 -0.102
C -1.9806 -0.8279 -2.9679 -3.225 2.567 1.423
C -0.7910 -4.7489 2.9351 0.266 0.220 -0.372
C -1.9337 -5.6332 2.4484 0.139 -0.293 -0.356
C 2.8694 5.9225 -3.4883 -0.059 -0.096 0.074
C -2.2801 -0.7207 -0.6160 -0.514 0.447 -0.126
C 2.5511 1.6058 2.5039 0.444 -1.143 -0.510
C 1.0211 -2.5208 -1.9625 0.210 -0.088 -0.074
C -0.5893 -2.3894 2.1924 2.722 -3.070 3.660
C -1.2471 1.7160 1.2386 -0.370 0.919 0.502
C 0.8777 -3.9349 -1.9741 -1.051 -1.667 -0.894
C 1.9158 3.4555 -2.4862 -0.612 0.778 -0.977
C -1.5653 2.4318 -0.1162 -0.234 0.804 0.409
C 1.3879 4.0188 -3.6623 1.336 0.739 -0.420
C 2.9771 -4.4444 -1.0137 0.417 -0.424 0.432
C -3.2686 -5.3165 3.1274 -0.460 -0.028 -0.023
C -0.9630 -3.8675 -3.5868 0.084 -0.345 0.048
C -1.7040 -0.6845 0.8379 -5.096 2.103 -2.812
C 1.3711 2.0966 -2.0315 3.033 1.998 -2.985
C 1.8719 3.8720 2.7551 -0.507 -0.048 -1.356
C -0.8213 -2.4930 -3.6602 2.689 -3.961 -1.295
C 1.8595 5.2382 -4.1611 -0.020 -0.353 0.274
H -3.9712 -4.9374 2.3745 0.053 0.002 0.168
H 0.6114 3.4820 -4.2014 0.625 0.094 -0.462
H -1.2613 4.2432 -2.0236 -0.567 0.465 0.811
H -2.5547 -0.7288 1.5289 -0.356 0.065 -0.235
H -0.4852 -5.0228 3.9519 -0.068 0.117 -0.057
H -3.7120 -6.2361 3.5260 -0.007 0.185 -0.021
H 0.1446 6.4851 4.1702 -0.043 -0.084 0.018
H -2.5519 -4.7220 5.0694 -0.061 0.086 -0.089
H -0.4356 2.2833 1.7082 -0.418 -0.338 -0.169
H -1.2177 -0.9433 -3.7424 -2.391 3.392 1.515
H 1.4384 5.6364 -5.0779 0.049 0.033 0.029
H 1.6503 5.9248 2.2816 0.018 -0.140 0.072
H -1.6908 2.6593 -2.7478 -0.185 0.271 -0.099
H 3.0476 -3.8313 -0.1110 0.019 0.332 -0.418
H -1.4472 -1.8933 -4.3103 1.025 -3.255 -1.644
H -2.9289 -1.6058 -0.6639 -0.084 -0.019 0.432
H -2.4122 1.9681 -0.6156 -0.103 -0.111 -0.231
H 2.4419 5.6416 3.8261 -0.047 -0.167 -0.120
H 0.2599 4.8274 4.7883 0.020 0.056 -0.108
H -4.1071 -4.0253 4.6437 0.213 0.119 -0.057
H 3.2439 6.8624 -3.8787 -0.018 -0.016 0.002
H -0.5287 5.1393 3.2340 0.188 0.018 0.058
H 3.5543 -5.3549 -0.8194 -0.190 -0.152 -0.065
H 3.4395 -3.9650 -1.8842 -0.285 0.224 0.238
H -2.1236 1.8265 1.8887 -0.183 0.109 -0.326
H 3.3553 3.7559 -0.9094 -0.168 -0.068 -0.162
H 3.9730 0.2826 3.0921 -0.113 0.256 0.126
H -1.8889 3.4479 0.1474 -0.153 -0.169 0.468
H -2.4929 0.1263 -3.1227 -0.281 0.413 0.375
H -3.1229 -2.4451 3.1229 0.088 -0.059 0.068
H -1.7123 -4.3779 -4.1783 0.003 -0.058 -0.062
H -2.0536 -5.5156 1.3640 0.219 0.017 0.194
H 2.9015 -0.2931 0.4735 0.198 -0.546 -0.070
H -1.1417 -1.6148 0.9764 -3.754 1.723 -3.439
H -0.0464 3.3079 -2.9215 -2.878 1.618 1.008
H -2.1317 -2.3984 4.5879 -0.017 -0.003 -0.092
H 0.0853 -4.8950 2.2926 -0.206 0.315 0.114
H -0.1930 -5.6631 -2.6936 0.141 0.037 0.116
H -1.6720 -6.6846 2.6156 0.118 0.171 -0.010
H 1.1172 -0.1288 -3.7591 -0.291 0.236 0.647
H 3.0377 -0.1876 1.7492 -0.359 -1.054 -2.914
H -2.6918 -1.6552 -3.0511 -0.266 0.296 0.274
H 4.1945 5.9069 -1.7839 -0.055 0.006 -0.040
H -2.9326 0.1331 -0.7930 -0.142 0.220 -0.375
```
Positions in Å, forces in eV/Å.